A molecular structure, C41H65N6O2OsP2 at a distorted geometry, computed with ωB97M-V/def2-TZVPD.

Structure (XYZ):
```
117
Properties=species:S:1:pos:R:3:forces:R:3
Os 0.174813 0.578955 0.164725 -0.217 1.004 0.377
C 3.564923 -1.874700 3.508678 -0.044 -0.107 0.068
C 2.373995 -0.943316 3.225074 0.124 0.285 -0.092
C 2.634203 0.415306 3.880868 0.096 -0.077 -0.020
P 1.861625 -0.916284 1.409903 -0.066 -0.343 -0.031
C 3.323441 -1.263323 0.299056 0.002 0.041 0.139
C 4.706859 -0.939387 0.872670 0.037 0.004 -0.051
C 3.266529 -2.666739 -0.301154 0.041 -0.011 0.000
C 0.744585 -2.375554 1.424990 0.071 0.084 -0.146
C 0.938128 -3.479895 2.241563 -0.006 -0.140 0.140
C -0.014171 -4.496908 2.363534 -0.017 -0.010 0.009
C 0.253790 -5.727551 3.182772 -0.076 0.064 -0.046
C -1.242504 -4.320411 1.711369 0.051 -0.053 0.102
C -1.447832 -3.248140 0.870909 -0.073 0.124 -0.093
C -0.424602 -2.311121 0.649793 -0.059 -0.126 -0.043
N -0.539819 -1.298786 -0.311941 -0.247 -0.418 -0.176
C -1.131294 -1.570119 -1.518788 0.183 -0.032 0.140
C -1.332864 -2.896384 -1.985249 -0.022 -0.040 0.019
C -2.054847 -3.137710 -3.129150 -0.021 -0.002 -0.071
C -2.592729 -2.086326 -3.883854 -0.035 -0.065 -0.033
C -3.448707 -2.334879 -5.087482 0.089 0.057 0.040
C -2.259788 -0.774786 -3.498901 -0.047 -0.002 -0.125
C -1.512110 -0.499710 -2.376224 0.078 0.036 0.079
P -1.026357 1.187946 -1.894888 0.012 -0.144 -0.227
C -2.646149 2.080047 -1.721215 -0.018 -0.096 0.107
C -3.242286 2.656320 -3.009391 -0.051 -0.012 -0.010
C -3.667956 1.149317 -1.043069 -0.013 -0.003 -0.027
C 0.002938 1.905509 -3.286339 -0.122 0.067 0.009
C -0.437396 1.459798 -4.684965 0.024 0.064 -0.033
C 0.189974 3.429440 -3.235674 0.021 0.006 -0.084
H 3.474733 -2.215244 4.542146 0.007 -0.008 -0.022
H 4.507927 -1.341541 3.426222 -0.049 -0.002 0.045
H 3.618298 -2.757373 2.870694 0.043 0.075 0.017
H 1.493435 -1.378462 3.696466 -0.078 -0.019 0.046
H 3.254179 1.067687 3.259405 -0.015 -0.012 0.052
H 3.176652 0.256326 4.814234 -0.014 -0.012 -0.027
H 1.710554 0.922278 4.142932 -0.058 0.076 0.010
H 3.143462 -0.553556 -0.499861 -0.011 0.059 -0.092
H 5.102937 -1.748775 1.480168 0.004 0.057 -0.068
H 4.723902 -0.018385 1.460192 0.008 -0.035 -0.022
H 5.393798 -0.802920 0.035575 -0.016 0.020 0.009
H 3.440076 -3.439263 0.451246 -0.015 0.023 -0.029
H 4.053018 -2.758163 -1.054830 -0.024 -0.022 0.046
H 2.307296 -2.877166 -0.782049 0.045 0.008 0.031
H 1.845298 -3.567937 2.825959 -0.097 -0.046 -0.063
H 1.223548 -5.688647 3.675528 -0.033 0.023 -0.003
H 0.234441 -6.609734 2.538434 0.022 0.023 0.022
H -0.519887 -5.880425 3.938763 0.032 0.031 -0.022
H -2.041241 -5.038393 1.867881 0.056 0.033 -0.027
H -2.411368 -3.104317 0.393677 0.082 -0.061 -0.021
H -0.898547 -3.729388 -1.449057 -0.033 0.044 0.016
H -2.205842 -4.160939 -3.455909 -0.009 0.069 0.020
H -3.727572 -3.381971 -5.173797 0.002 -0.002 0.005
H -2.922071 -2.046021 -6.002112 -0.002 -0.007 0.041
H -4.358813 -1.733187 -5.044866 0.018 -0.016 0.013
H -2.601972 0.038969 -4.127458 -0.018 -0.099 0.059
H -2.421954 2.913693 -1.052913 -0.022 0.035 -0.008
H -3.549393 1.873723 -3.705493 0.015 0.046 0.070
H -2.584665 3.345207 -3.530932 0.004 -0.007 0.002
H -4.142303 3.212007 -2.738755 0.000 -0.030 -0.029
H -4.153187 0.513696 -1.785903 0.040 0.036 0.037
H -4.447399 1.742197 -0.559281 0.041 -0.023 -0.053
H -3.225312 0.491845 -0.291316 -0.016 0.026 -0.011
H 0.978516 1.468166 -3.096875 0.032 -0.074 0.039
H -1.398933 1.883326 -4.981481 0.055 -0.039 0.019
H -0.478777 0.376964 -4.783939 0.038 0.031 -0.028
H 0.306992 1.821695 -5.396996 -0.042 0.016 0.010
H -0.736484 3.995219 -3.152285 0.015 -0.005 0.019
H 0.668418 3.737742 -4.167442 -0.049 -0.006 0.028
H 0.860029 3.737252 -2.436868 0.027 0.032 0.024
C 2.766951 -2.092283 -4.756331 0.015 0.051 0.084
N 2.750007 -1.065227 -3.709828 0.036 0.009 -0.106
C 3.803583 -0.046956 -3.743667 -0.066 -0.093 -0.023
C 1.798699 -1.024180 -2.798046 0.230 0.182 0.079
O 1.710774 -0.142158 -1.914960 -0.140 -0.225 -0.157
H 2.800956 -1.619453 -5.735736 -0.028 0.038 -0.021
H 1.871160 -2.707325 -4.691709 0.003 0.032 0.032
H 3.643138 -2.729513 -4.648699 0.031 0.016 0.036
H 4.698636 -0.482966 -4.179463 0.006 -0.025 -0.001
H 4.022389 0.296083 -2.736904 -0.021 -0.007 0.037
H 3.500292 0.805875 -4.352154 -0.020 -0.016 -0.027
H 1.077237 -1.845892 -2.866621 -0.072 -0.004 0.003
N -1.359499 -2.362676 5.098119 0.061 0.209 0.029
C -1.921178 -1.134800 5.320411 -0.053 -0.150 0.064
O -2.148521 -0.677155 6.412532 0.001 -0.054 -0.125
C -2.199280 -0.298731 4.094733 0.119 0.012 0.043
C -3.319279 0.521924 4.064265 -0.094 0.041 0.100
C -3.479097 1.392161 2.998922 -0.034 0.077 0.022
C -2.502195 1.435553 2.022161 0.122 0.032 0.028
N -1.421013 0.641927 2.034049 -0.017 -0.206 -0.091
C -1.289239 -0.215153 3.059488 -0.061 0.118 -0.094
H -1.255628 -2.950849 5.911934 -0.008 -0.011 0.010
H -1.460804 -2.820468 4.208004 -0.063 0.000 -0.018
H -4.033076 0.486773 4.880813 0.065 0.010 -0.049
H -4.333576 2.054389 2.937121 0.051 -0.035 0.012
H -2.566458 2.156737 1.216117 -0.071 -0.134 -0.004
H -0.401873 -0.830884 3.076279 -0.001 -0.033 -0.053
C 2.088494 2.779335 0.125777 0.058 0.364 -0.022
C 2.608060 4.224945 0.395132 -0.302 -0.095 0.052
N 1.687977 4.911014 1.290438 0.042 0.123 0.053
C 0.392641 5.094603 0.649210 0.133 -0.263 -0.016
C -0.179524 3.712271 0.209323 0.099 0.218 0.295
N 0.714277 2.627086 0.720626 0.032 -0.692 -0.036
C 0.798566 2.806356 2.204661 0.139 0.561 -0.054
C 1.520609 4.145908 2.521619 -0.040 -0.129 -0.282
H 2.737095 2.029247 0.581587 -0.070 -0.019 0.055
H 2.027630 2.571123 -0.945223 -0.044 -0.097 0.047
H 2.680804 4.787650 -0.535523 0.002 0.019 0.014
H 3.598470 4.192539 0.845335 0.015 0.019 0.014
H 0.505297 5.747721 -0.215703 0.014 0.015 0.005
H -0.281108 5.582602 1.350714 0.001 0.040 0.022
H -0.238260 3.636310 -0.865296 0.020 -0.052 -0.122
H -1.177088 3.550441 0.621567 0.121 -0.023 0.019
H 1.329847 1.965414 2.608037 0.115 -0.271 0.068
H -0.213892 2.800810 2.600576 -0.018 -0.031 -0.047
H 2.501545 3.964798 2.959658 0.027 0.018 0.003
H 0.940467 4.727405 3.233367 -0.012 0.062 0.045
```
Forces are in eV/Å.

* energy relative to the best compared isomer or geometry (same formula, charge and spin): 19.2 kcal per mole
* total energy: -77629.1700 eV
* ⟨S²⟩: 6.049
* Kohn-Sham gap (alpha / beta): 7.98 / 5.07 eV
* HOMO (alpha / beta): -15.634 / -15.683 eV
* net charge: +3
* spin multiplicity: 5
* LUMO level (alpha / beta): -0.2814 / -0.3899 hartree

Results of the Mulliken charge analysis, in e, for atoms 1 through 4: number 1, Os, carries 2.168; number 2, C, carries -2.317; number 3, C, carries 1.261; number 4, C, carries -1.549